Entry 1:
75
Properties=species:S:1:pos:R:3:mulliken_charge:R:1 method="wB97M-V/def2-TZVPD" lumo_energy_ev=3.96 homo_lumo_gap_ev=5.52 relative_energy_kcal_mol=0.0 largest_force_ev_per_a=2.22 energy_ha=-4932.93479 charge=-2
Mg 0.0148 0.3594 -1.1790 2.937
Cl 2.0341 2.5026 6.0751 -0.297
C 1.5274 2.2286 4.3920 0.108
C 0.1975 1.8849 4.1664 -0.577
C -0.3149 1.6949 2.9133 0.442
Cl -2.0432 1.2472 2.7817 -0.199
C 0.4944 1.7160 1.7483 -1.376
O 0.0444 1.4070 0.5906 -1.127
C 1.8047 2.1574 2.0324 0.715
Cl 2.9121 2.3531 0.6953 -0.207
C 2.3335 2.3574 3.2943 -0.388
H -0.4217 1.7235 5.0118 0.467
H 3.3804 2.6083 3.4447 0.413
S 2.2302 -0.6412 -1.7344 -0.497
C 2.7419 0.1009 -3.2672 0.244
C 3.9403 -0.2327 -3.8941 -0.473
C 4.3714 0.4002 -5.0548 -0.633
C 3.5160 1.2784 -5.6953 -0.381
C 2.3223 1.6310 -5.0817 -0.497
C 1.9318 1.0915 -3.8469 -0.102
S 0.3531 1.5268 -3.1880 -0.443
H 4.5988 -0.9316 -3.3692 0.321
H 5.3101 0.1177 -5.5153 0.309
H 3.8514 1.7317 -6.6514 0.263
H 1.6619 2.3364 -5.6197 0.289
O -3.4313 -1.8930 -2.3996 -0.724
S -3.2372 -0.7704 -1.4630 1.263
O -4.3425 0.1737 -1.4831 -0.793
O -1.9494 -0.0921 -1.5817 -0.050
C -3.3635 -1.6764 0.0817 -0.255
C -4.6781 -1.8040 0.4878 -0.764
C -4.9844 -2.6458 1.5377 -0.616
C -3.9892 -3.4265 2.1225 -0.653
C -2.6984 -3.2971 1.7251 -0.308
C -2.3229 -2.3655 0.7600 0.210
P -0.5659 -2.0405 0.3013 0.448
C 0.1162 -3.6422 -0.2299 0.504
C 0.8117 -4.4975 0.6247 -0.145
C 1.4626 -5.5866 0.0759 -0.813
C 1.3483 -5.8384 -1.2793 -0.454
C 0.6548 -4.9871 -2.1352 -0.727
C 0.0636 -3.8710 -1.6119 -0.469
C 0.3217 -1.7687 1.8851 0.655
C -0.2317 -1.6015 3.1458 -0.699
C 0.5567 -1.3271 4.2534 -0.777
C 1.9188 -1.0551 4.0893 -0.295
C 2.4777 -1.1374 2.8195 -0.781
C 1.7150 -1.5524 1.7360 -0.418
H -5.4520 -1.2668 -0.0221 0.565
H -5.9945 -2.6232 1.9521 0.326
H -4.2843 -4.1279 2.8732 0.418
H -1.9264 -3.8529 2.2715 0.381
H 0.8678 -4.2863 1.6839 0.412
H 2.0745 -6.2214 0.6883 0.408
H 1.8156 -6.7168 -1.6659 0.380
H 0.5485 -5.2803 -3.1699 0.401
H -0.4131 -3.1397 -2.2616 0.329
H -1.3047 -1.6956 3.2869 0.414
H 0.1509 -1.2074 5.2365 0.416
H 2.4999 -0.7248 4.9654 0.351
H 3.5324 -0.8705 2.6760 0.356
H 2.1664 -1.6614 0.7377 0.279
C -2.2200 6.7623 -0.6764 -1.262
Sb -1.7453 4.6900 -0.2180 0.626
C 0.3186 4.9283 -0.7515 -1.064
C -2.4660 3.9192 -2.1092 -0.908
H -1.9200 6.9978 -1.7178 0.319
H -1.6600 7.3909 0.0552 0.316
H -3.2707 6.9918 -0.5217 0.323
H 0.4186 5.2921 -1.7717 0.385
H 0.7362 3.9115 -0.7294 0.063
H 0.8548 5.5532 -0.0570 0.422
H -1.9100 4.3314 -2.9715 0.297
H -3.5249 4.1063 -2.1707 0.397
H -2.3378 2.8531 -2.1229 0.001

Entry 2:
74
Properties=species:S:1:pos:R:3:mulliken_charge:R:1 method="wB97M-V/def2-TZVPD" lumo_energy_ev=-0.63 homo_lumo_gap_ev=8.04 largest_force_ev_per_a=1.20 energy_ha=-2398.06075
C 1.4396 -6.0201 0.1022 -1.464
C 1.1406 -4.5850 -0.2229 0.665
C 1.9540 -3.8136 -1.0472 -0.751
C 1.6526 -2.4938 -1.3028 -0.536
C 0.5172 -1.8979 -0.7763 -0.527
C -0.3107 -2.6624 0.0231 0.374
C -1.5990 -2.0916 0.6066 -1.254
C -2.7720 -2.8121 -0.0264 0.270
C -3.4728 -3.7690 0.6367 -0.631
C -4.5659 -4.4819 0.0419 0.615
C -5.3049 -5.5017 0.8546 -1.453
C -4.9157 -4.2027 -1.2417 -1.068
C -4.1970 -3.2179 -1.9567 0.853
N -4.4236 -2.8578 -3.2277 -0.687
S -3.3559 -1.7241 -3.5861 0.127
N -2.5505 -1.6132 -2.1845 -0.486
C -3.1257 -2.4968 -1.3766 0.537
C 0.0028 -3.9861 0.3020 -0.400
H 1.7675 -6.5935 -0.7592 0.368
H 0.5210 -6.4882 0.4516 0.368
H 2.1462 -6.1137 0.9220 0.298
H 2.8288 -4.2794 -1.4784 0.408
H 2.2915 -1.9059 -1.9467 0.440
H 0.2844 -0.8726 -0.9885 0.701
H -1.6239 -2.3568 1.6604 0.509
H -1.6628 -1.0205 0.4459 0.472
H -3.2247 -4.0317 1.6552 0.386
H -5.2461 -5.2142 1.9018 0.389
H -6.3604 -5.4957 0.6034 0.401
H -4.9034 -6.5014 0.7202 0.279
H -5.7258 -4.7111 -1.7397 0.461
H -0.6446 -4.5741 0.9371 0.329
C 3.1429 2.9001 -4.6758 -0.446
C 4.3311 2.5523 -4.0464 -0.474
C 4.3042 1.9204 -2.8141 -0.493
C 3.0797 1.6441 -2.2318 0.110
C 1.8870 1.9869 -2.8410 -0.198
C 1.9236 2.6208 -4.0730 -0.604
N 3.0454 0.9561 -0.9325 1.076
O 4.1050 0.6775 -0.4116 -0.622
O 1.9547 0.6975 -0.4615 -0.606
H 3.1683 3.3923 -5.6390 0.418
H 5.2784 2.7752 -4.5169 0.421
H 5.2247 1.6489 -2.3191 0.480
H 0.9412 1.7653 -2.3688 0.517
H 0.9997 2.8951 -4.5637 0.410
C -1.6397 0.0029 3.6583 -0.432
C -3.0278 0.0183 3.6955 -0.382
C -3.6904 -0.0553 4.9102 -0.345
C -2.9457 -0.1400 6.0721 0.061
C -1.5633 -0.1625 6.0542 -0.335
C -0.9085 -0.0913 4.8349 -0.583
N -3.6450 -0.1983 7.3659 1.006
O -4.8591 -0.1980 7.3498 -0.604
O -2.9659 -0.2426 8.3713 -0.605
H -1.1254 0.0646 2.7082 0.509
H -3.5948 0.0892 2.7770 0.409
H -4.7695 -0.0442 4.9460 0.450
H -1.0008 -0.2335 6.9731 0.452
H 0.1721 -0.1070 4.8023 0.408
C 1.8373 6.9951 -0.2648 -0.440
C 1.5608 6.5801 -1.5609 -0.532
C 2.5967 6.3405 -2.4491 -0.204
C 3.8987 6.5189 -2.0192 0.070
C 4.1937 6.9361 -0.7347 -0.411
C 3.1514 7.1760 0.1460 -0.408
N 5.0013 6.2416 -2.9521 1.065
O 4.7082 5.8925 -4.0782 -0.596
O 6.1358 6.3649 -2.5397 -0.619
H 1.0260 7.1767 0.4279 0.392
H 0.5370 6.4403 -1.8794 0.391
H 2.3880 6.0164 -3.4578 0.459
H 5.2176 7.0716 -0.4197 0.457
H 3.3648 7.5009 1.1548 0.379

Entry 3:
77
Properties=species:S:1:pos:R:3:mulliken_charge:R:1 method="wB97M-V/def2-TZVPD" lumo_energy_ev="-1.69 / -1.69" homo_lumo_gap_ev="6.53 / 6.52" relative_energy_kcal_mol=0.0 largest_force_ev_per_a=2.00 energy_ha=-5493.95427
Ru 1.1168 -2.3759 -0.0857 -0.063
F 3.0753 -7.3244 1.1903 -0.333
C 2.1777 -6.4085 0.8286 0.599
C 1.9991 -6.1625 -0.5224 -0.850
C 1.0674 -5.2189 -0.8966 -0.264
C 0.3053 -4.5227 0.0706 -0.426
C -0.6376 -3.4702 -0.3163 -0.711
C 0.5290 -4.8197 1.4371 0.114
C 1.4671 -5.7498 1.8184 -0.911
H 2.5985 -6.6912 -1.2514 0.463
H 0.9003 -5.0143 -1.9436 0.523
H -1.4285 -3.2763 0.3997 0.479
H -1.0015 -3.5084 -1.3361 0.421
H -0.0392 -4.2977 2.1939 0.560
H 1.6717 -5.9455 2.8621 0.453
F 1.3127 -2.2979 2.0906 0.251
B 1.3496 -2.5331 3.5711 0.394
F 1.7193 -1.3307 4.1413 -0.356
F 2.2592 -3.5531 3.7849 -0.339
F 0.0457 -2.9233 3.9216 -0.379
O 3.3284 -2.2575 0.1128 -0.522
S 3.7681 -2.4471 -1.2784 1.345
O 4.6093 -3.5587 -1.5647 -0.634
O 4.6163 -1.1843 -1.7127 -0.383
S 2.0411 -2.5022 -2.3365 -0.393
C -1.2467 0.6204 -0.8996 -0.269
C -2.6739 0.6210 -0.3541 -1.518
As -3.7212 2.2526 -0.7570 0.123
C -2.4846 3.5092 0.0937 0.178
C -1.3135 3.9975 -0.4871 -0.066
C -0.4933 4.8771 0.2095 -0.881
C -0.8385 5.2866 1.4916 -0.392
C -2.0058 4.8139 2.0754 -0.728
C -2.8208 3.9308 1.3793 -0.397
C -3.2469 2.5211 -2.6301 0.393
C -3.0904 1.4493 -3.5055 -0.326
C -2.8412 1.6652 -4.8555 -0.679
C -2.7578 2.9596 -5.3481 -0.461
C -2.9466 4.0359 -4.4897 -0.557
C -3.1988 3.8168 -3.1426 -0.389
P -0.0565 -0.3319 0.1261 1.355
C -0.3345 0.2616 1.8002 1.186
C 0.0481 1.5546 2.1592 -0.343
C -0.1903 2.0014 3.4480 -0.895
C -0.8296 1.1760 4.3660 -0.822
C -1.2333 -0.0983 4.0009 -0.495
C -0.9817 -0.5585 2.7173 -0.655
C 1.5100 0.2391 -0.3652 0.512
C 2.6381 0.3076 0.5488 -0.193
C 3.8811 0.3597 0.0771 -1.239
C 4.1601 0.2036 -1.3870 -0.002
C 2.9875 0.4941 -2.2642 -1.001
C 1.7535 0.4484 -1.7798 -0.825
H -0.8246 1.6240 -0.9095 0.196
H -1.2194 0.2254 -1.9133 0.838
H -2.6770 0.5808 0.7359 0.589
H -3.2416 -0.2415 -0.7055 0.492
H -1.0455 3.7149 -1.4980 0.553
H 0.4110 5.2509 -0.2552 0.412
H -0.2037 5.9809 2.0285 0.420
H -2.2867 5.1399 3.0692 0.437
H -3.7362 3.5700 1.8355 0.385
H -3.1746 0.4321 -3.1385 0.410
H -2.7182 0.8210 -5.5231 0.395
H -2.5583 3.1299 -6.3985 0.386
H -2.9011 5.0485 -4.8710 0.388
H -3.3571 4.6626 -2.4838 0.443
H 0.5324 2.2055 1.4391 0.529
H 0.1341 2.9927 3.7387 0.509
H -0.9975 1.5261 5.3770 0.427
H -1.7072 -0.7521 4.7203 0.458
H -1.2534 -1.5691 2.4431 0.183
H 2.4583 0.2859 1.6173 0.343
H 4.7262 0.3920 0.7531 0.406
H 5.0327 0.7755 -1.6867 0.465
H 3.1704 0.6151 -3.3252 0.363
H 0.9129 0.5488 -2.4556 0.316